Entry 1:
C40H36ClIrN3Si2 as an isolated structure at a distorted geometry. Source: OMol25; level of theory: ωB97M-V/def2-TZVPD.

highest occupied orbital energy (alpha / beta) = -10.536 / -13.036 eV
electronic energy = -77627.19907 eV
ΔE to the lowest compared entry with this formula, charge and spin = 59.69 kcal per mole
charge = +2
2S+1 = 6
E_LUMO (alpha / beta) = -6.01 / -9.92 eV

Positions of all 83 atoms, in Å:
C: -2.83387 0.34471 2.99405
C: -2.45084 -0.11603 1.67577
C: -1.83965 -1.46978 1.87981
H: -2.70221 0.29206 0.69577
C: -2.03279 -1.80162 3.28043
C: -2.75592 -0.76348 3.88235
H: -3.23602 -0.83677 4.84023
H: -3.18471 1.35898 3.19771
H: -1.63436 -2.21437 1.12844
H: -1.70666 -2.77822 3.65617
Ir: -0.51712 -0.15465 2.39264
Si: 2.21376 0.71328 -0.45570
C: 1.50979 2.30103 -1.12985
C: 2.29929 3.01685 -2.01392
H: 3.21782 2.58519 -2.40112
C: 1.88359 4.27313 -2.46185
H: 2.53820 4.80771 -3.15158
C: 0.64242 4.76737 -2.05565
H: 0.27014 5.74141 -2.39388
C: -0.22229 4.00424 -1.26043
H: -1.23483 4.34523 -1.00933
C: 0.21524 2.76420 -0.83136
H: -0.48885 2.12516 -0.29708
C: 0.93757 -0.70978 -0.68824
C: -0.51325 -0.51365 -0.87703
H: -0.95781 0.48543 -0.75494
C: -1.42463 -1.65735 -0.99876
H: -2.49472 -1.55590 -0.90624
C: -0.88582 -2.95954 -0.83518
H: -1.58063 -3.77237 -0.62958
C: 0.47133 -3.11768 -0.65487
H: 0.85898 -4.12963 -0.40533
C: 1.36381 -2.03289 -0.63234
H: 2.41802 -2.24920 -0.45781
H: 0.81770 -0.83631 1.78725
Si: -0.62629 -1.23029 -2.58414
C: 0.20492 -2.44235 -3.80675
C: -0.66255 -3.35048 -4.48753
H: -1.74578 -3.40003 -4.23475
C: -0.13280 -4.11036 -5.53671
H: -0.81091 -4.79570 -6.07370
C: 1.22230 -3.94683 -5.92778
H: 1.65294 -4.45872 -6.81455
C: 2.06650 -3.09712 -5.19766
H: 3.11532 -2.98721 -5.49245
C: 1.55371 -2.34520 -4.11447
H: 2.21802 -1.68334 -3.60972
C: -1.03261 0.51781 -3.53042
C: -2.37063 0.91193 -3.59645
H: -3.14048 0.24497 -3.18120
C: -2.71751 2.10537 -4.24698
H: -3.75856 2.40534 -4.31146
C: -1.72747 2.89201 -4.84008
H: -1.99098 3.81639 -5.36419
C: -0.40155 2.46419 -4.81259
H: 0.36819 3.06773 -5.28744
C: -0.05470 1.25402 -4.20149
H: 0.96840 0.88213 -4.26563
H: 2.19565 1.06586 0.94422
Cl: 4.12641 0.30737 -1.04546
C: 2.28092 -3.63230 5.62574
C: 2.11648 -2.47083 6.39724
C: 1.48270 -1.34781 5.84872
C: 1.05972 -1.36650 4.51212
C: 1.17442 -2.54896 3.75629
C: 1.76924 -3.68793 4.31960
N: 0.60303 -0.13693 3.97334
N: 0.80045 0.92986 4.72571
C: 0.16797 2.01240 4.15885
C: 0.08755 3.21564 4.86729
C: -0.53378 4.29113 4.27332
C: -1.12066 4.12196 3.00274
C: -1.05866 2.89143 2.36657
N: -0.38151 1.86235 2.92569
H: 2.79510 -4.51524 6.00194
H: 2.50988 -2.44083 7.41508
H: 1.39662 -0.42153 6.42370
H: 0.75528 -2.54997 2.74151
H: 1.77825 -4.60034 3.70054
H: 0.55736 3.19668 5.83948
H: -0.58088 5.26574 4.76580
H: -1.63722 4.92227 2.47806
H: -1.50242 2.66544 1.39155

Entry 2:
C17H13BrN3O2S3Ti as an isolated structure at a distorted geometry. Source: OMol25; level of theory: ωB97M-V/def2-TZVPD.

highest occupied orbital energy (alpha / beta) = -7.520 / -8.711 eV
electronic energy = -152069.52424 eV
ΔE to the lowest compared entry with this formula, charge and spin = 8.87 kcal per mole
charge = 0
2S+1 = 2
E_LUMO (alpha / beta) = -0.66 / -0.73 eV

Positions of all 40 atoms, in Å:
Ti: 0.80810 -0.79445 -0.56882
O: -4.04401 0.07259 -0.03451
C: -3.80974 0.05760 -1.35912
C: -4.93338 0.02199 -2.18481
C: -4.78332 -0.00171 -3.55309
C: -3.51484 0.01578 -4.14096
C: -2.40359 0.06944 -3.33104
C: -2.52423 0.09206 -1.93697
C: -1.29557 0.16404 -1.12956
O: -0.13449 0.29674 -1.74588
N: -1.38562 0.06328 0.17822
N: -0.14990 0.08396 0.88333
C: -0.23933 0.42448 2.09867
S: 1.07585 0.21855 3.20039
C: 0.37026 1.33865 4.40445
C: -1.12370 1.07006 4.44611
S: -1.71308 1.05567 2.74040
H: -3.17349 0.05493 0.42679
H: -5.91167 0.00984 -1.71824
H: -5.66813 -0.03448 -4.18039
H: -3.40544 -0.01077 -5.21583
H: -1.41332 0.09658 -3.76009
H: 0.58024 2.36168 4.09630
H: 0.85180 1.14396 5.36161
H: -1.66397 1.85541 4.97208
H: -1.34309 0.11012 4.90704
Br: 7.31833 0.78015 0.27296
C: 5.48662 0.41575 -0.02298
C: 5.12658 -0.72868 -0.70926
C: 3.77256 -0.97691 -0.91481
C: 2.76338 -0.13799 -0.42053
C: 3.19261 1.00726 0.25930
C: 4.53446 1.30293 0.45464
H: 5.88594 -1.40607 -1.08169
H: 3.51668 -1.87028 -1.46811
H: 2.46459 1.70243 0.65715
H: 4.84152 2.19714 0.98314
S: 0.64262 -5.49969 -0.27436
C: 0.68504 -3.90397 -0.29121
N: 0.71670 -2.71806 -0.30031

Entry 3:
C28H21HfN6O3S2 as an isolated structure at a distorted geometry. Source: OMol25; level of theory: ωB97M-V/def2-TZVPD.

highest occupied orbital energy = -17.567 eV
electronic energy = -67405.39226 eV
ΔE to the lowest compared entry with this formula, charge and spin = 263.83 kcal per mole
charge = +3
E_LUMO = -10.39 eV

Positions of all 61 atoms, in Å:
Hf: 0.52887 0.49409 -0.89222
C: -3.84952 -1.08678 -1.45232
C: -2.76421 -0.19479 -1.67241
N: -1.59370 -0.31973 -1.10563
C: -1.38424 -1.34096 -0.12982
C: -2.55479 -2.18837 0.23871
C: -3.74944 -2.08673 -0.53489
C: -1.17289 -3.48909 2.17672
C: 0.28591 -3.39852 2.52123
C: 1.32614 -2.94441 1.46565
C: 2.74623 -3.00994 1.83140
C: 3.67540 -2.18837 1.28501
C: 3.30930 -1.07422 0.46994
N: 2.09467 -0.85875 0.03545
C: 1.18710 -1.92443 0.30201
H: -4.73722 -0.97928 -2.06012
H: -2.86129 0.61384 -2.39060
H: -4.54035 -2.81512 -0.40005
H: -1.63753 -3.99643 3.01708
H: 0.59715 -3.49905 3.55276
H: 3.04101 -3.73743 2.58125
H: 4.71645 -2.28627 1.56013
H: 4.06049 -0.32677 0.23499
C: -2.94389 3.66103 1.67746
N: -3.04790 2.20466 1.74814
C: -4.16158 1.51618 2.17394
C: -3.89858 0.19702 2.07011
N: -2.60134 0.08303 1.59353
C: -2.10451 1.33314 1.38782
S: -0.47499 1.76433 1.01737
C: -1.93279 -1.10251 1.23745
C: -2.21530 -2.51963 1.65097
C: -0.24862 -4.48246 1.55454
C: 0.77585 -4.03193 0.50445
C: 0.69076 -3.00068 -0.65346
N: -0.04357 -1.78040 -0.40122
H: -3.94107 4.08437 1.74834
H: -2.49431 3.95740 0.73234
H: -2.33625 4.04889 2.49394
H: -5.05165 2.01345 2.52175
H: -4.51289 -0.65154 2.31688
H: -3.10931 -2.61896 2.26434
H: -0.38483 -5.53757 1.74410
H: 1.46079 -4.82866 0.22765
H: 0.94218 -3.23416 -1.68106
O: 1.51346 5.48211 -4.01536
S: 1.86787 4.15369 -4.35962
O: 2.31425 3.76726 -5.64131
N: 0.56538 3.14728 -3.90757
C: 0.84910 2.52230 -2.85686
O: 0.03990 1.60578 -2.29052
C: 2.17331 2.74605 -2.22101
C: 2.66315 2.30250 -0.98716
C: 3.97352 2.62981 -0.64082
C: 4.76092 3.38376 -1.50163
C: 4.24490 3.88190 -2.69785
C: 2.95111 3.54524 -3.03354
H: 2.00851 1.89666 -0.18716
H: 4.37254 2.34874 0.32562
H: 5.77364 3.62714 -1.21062
H: 4.83871 4.52230 -3.33827

Entry 4:
A 10-piece molecular cluster, C30H65N2O12S overall at a distorted geometry. Source: OMol25; level of theory: ωB97M-V/def2-TZVPD.

highest occupied orbital energy = -10.682 eV
electronic energy = -70541.03625 eV
charge = +1
E_LUMO = -2.37 eV

Positions of all 110 atoms, in Å:
C: -0.55994 -1.37624 -4.85096
S: -0.51688 -2.37034 -3.40617
O: -1.50058 -1.96695 -2.46530
O: -0.38631 -3.74368 -3.74256
N: 1.04267 -1.95544 -2.50885
N: 2.07123 -1.67136 -3.45743
C: 1.28636 -3.00162 -1.43084
C: 2.72092 -3.49456 -1.26450
O: 2.86278 -4.89584 -1.40338
H: -1.24852 -0.54733 -4.67546
H: 0.42085 -1.02865 -5.15705
H: -0.94877 -2.05976 -5.60516
H: 0.81728 -1.07290 -2.04663
H: 2.38586 -2.54251 -3.87042
H: 2.83176 -1.18739 -2.99546
H: 0.62205 -3.84440 -1.61819
H: 0.96084 -2.54631 -0.49716
H: 3.04351 -3.19056 -0.26688
H: 3.42583 -3.06683 -1.97196
H: 2.17422 -5.34801 -0.91002
C: 0.07181 -1.08882 2.21734
C: 1.57451 -0.95359 2.21929
O: 2.24763 -1.28635 1.26152
C: 2.18953 -0.39609 3.46662
H: -0.27201 -1.50395 1.27097
H: -0.24323 -1.74070 3.03279
H: -0.38991 -0.11270 2.37001
H: 1.94128 -1.02419 4.32209
H: 1.79550 0.60222 3.66191
H: 3.27007 -0.34519 3.35436
C: -3.89083 -3.82968 -5.94415
C: -4.29136 -2.60701 -6.73748
O: -3.99038 -1.50017 -6.34562
C: -5.05477 -2.82465 -8.01523
H: -3.36604 -3.48977 -5.05464
H: -4.76682 -4.40744 -5.64832
H: -3.23793 -4.46734 -6.54271
H: -5.99201 -3.34426 -7.81081
H: -4.46804 -3.43823 -8.70148
H: -5.27766 -1.87235 -8.48451
C: -3.37724 1.69326 -2.92693
C: -2.62086 2.11459 -4.16179
O: -1.86680 1.34832 -4.72887
C: -2.85689 3.50774 -4.66304
H: -3.13166 0.66464 -2.67002
H: -3.12380 2.35005 -2.09315
H: -4.45006 1.77125 -3.10628
H: -2.58435 4.23277 -3.89413
H: -3.90889 3.64777 -4.90503
H: -2.26171 3.68540 -5.55474
C: 3.58121 -0.05050 7.65472
C: 2.14254 0.23284 7.29665
O: 1.52791 -0.48965 6.54022
C: 1.52184 1.44640 7.92970
H: 3.92049 -0.94873 7.14399
H: 4.20992 0.79347 7.36669
H: 3.67551 -0.18791 8.73269
H: 2.08221 2.34100 7.65677
H: 1.54518 1.35987 9.01302
H: 0.49134 1.54598 7.59537
C: -7.00288 -0.71372 -12.53178
C: -6.97387 -0.43515 -11.04952
O: -6.90438 -1.32642 -10.23544
C: -7.03667 1.01448 -10.62903
H: -6.95303 -1.78562 -12.70388
H: -7.92134 -0.31915 -12.96899
H: -6.15718 -0.22762 -13.02085
H: -7.95684 1.47092 -10.99734
H: -6.19170 1.56265 -11.04919
H: -7.00797 1.07978 -9.54388
C: 3.63285 2.84708 12.52851
C: 2.31407 2.96248 11.81203
O: 2.23372 2.94002 10.60255
C: 1.08408 3.10653 12.67542
H: 4.43743 2.75000 11.80383
H: 3.80563 3.73082 13.14230
H: 3.63502 1.97940 13.18670
H: 1.16527 4.00194 13.29354
H: 0.99012 2.24441 13.33754
H: 0.19923 3.18015 12.04807
C: -6.22846 5.22833 -8.28438
C: -6.20931 5.05181 -6.78631
O: -5.17741 5.10357 -6.15595
C: -7.53765 4.80881 -6.11384
H: -5.21756 5.39578 -8.64687
H: -6.64260 4.33720 -8.75940
H: -6.85552 6.07980 -8.55280
H: -7.99865 3.90341 -6.51204
H: -8.21142 5.64542 -6.30430
H: -7.39313 4.70031 -5.04195
C: 6.72638 -5.47059 -5.22583
C: 6.90105 -5.44546 -3.72449
O: 7.98124 -5.27635 -3.21483
C: 5.65492 -5.64079 -2.88977
H: 7.68849 -5.31898 -5.70771
H: 6.31190 -6.42997 -5.53960
H: 6.03793 -4.68316 -5.53883
H: 5.19472 -6.60329 -3.11668
H: 4.92905 -4.85621 -3.10702
H: 5.91270 -5.60678 -1.83461
C: 7.78455 2.76492 15.88354
C: 6.35026 3.08733 15.54360
O: 5.70490 2.39567 14.79042
C: 5.76045 4.31722 16.19164
H: 8.09127 1.86376 15.35917
H: 8.43360 3.59261 15.59321
H: 7.88872 2.61199 16.95882
H: 6.33642 5.20076 15.91204
H: 5.79273 4.22002 17.27779
H: 4.72848 4.44223 15.87300